84
Properties=species:S:1:pos:R:3:forces:R:3 method="wB97M-V/def2-TZVPD" total_energy_ev=-117807.0228 total_charge=+2 max_force_ev_per_a=4.7 gap_ev="3.693 / 3.694"
P -1.110 -0.261 -5.804 0.332 0.292 1.449
C -2.513 0.764 -5.898 -1.138 1.004 -0.132
C -2.576 1.816 -6.849 -0.292 -0.623 0.607
H -1.679 2.067 -7.417 -0.363 -0.103 -0.015
C -3.782 2.479 -7.039 -0.160 0.003 0.292
H -3.848 3.269 -7.788 -0.061 -0.211 0.192
C -4.908 2.122 -6.280 0.309 -0.145 0.089
H -5.862 2.608 -6.479 0.205 -0.061 0.114
C -4.814 1.153 -5.267 -0.327 0.338 -0.297
H -5.683 0.925 -4.646 0.228 0.092 -0.230
C -3.623 0.483 -5.051 0.812 0.242 -0.721
H -3.507 -0.261 -4.260 -0.153 0.168 -0.310
C 0.491 0.446 -5.810 0.322 0.222 -0.532
C 0.677 1.747 -5.271 0.023 -0.699 -0.235
H -0.164 2.255 -4.795 0.207 -0.137 -0.148
C 1.912 2.354 -5.400 0.360 -0.002 -0.118
H 2.058 3.358 -5.001 0.042 -0.196 -0.186
C 2.960 1.695 -6.061 0.192 0.208 0.181
H 3.917 2.201 -6.192 -0.262 -0.136 0.026
C 2.779 0.407 -6.570 0.351 0.031 0.145
H 3.598 -0.098 -7.087 -0.197 0.205 0.114
C 1.560 -0.233 -6.449 -0.482 0.344 0.487
H 1.387 -1.228 -6.868 0.097 0.346 0.051
C -1.276 -1.993 -5.941 -0.171 -1.189 -0.180
C -1.682 -2.588 -7.159 0.385 0.102 0.738
H -1.984 -1.937 -7.983 0.191 -0.340 0.183
C -1.668 -3.974 -7.265 -0.188 -0.113 -0.033
H -1.960 -4.447 -8.207 0.130 0.117 0.392
C -1.286 -4.756 -6.171 0.106 -0.102 0.160
H -1.257 -5.845 -6.276 -0.044 0.411 0.052
C -0.953 -4.174 -4.938 -0.086 0.008 -0.329
H -0.695 -4.792 -4.080 -0.091 0.017 -0.212
C -0.970 -2.789 -4.808 -0.168 0.031 -0.738
H -0.796 -2.300 -3.843 -0.025 -0.210 -0.409
Ce -0.121 -0.264 0.665 -1.353 -3.186 3.222
C 2.330 -0.590 0.184 -0.209 0.363 -0.022
C 2.808 -0.561 -1.068 -0.163 0.113 -0.013
H 2.950 -0.730 1.092 -0.043 -0.006 -0.713
C 1.793 -0.360 -2.205 0.746 -0.249 -0.027
O 1.469 -1.690 -2.670 0.451 0.421 -0.226
H 1.179 -1.683 -3.596 -0.008 0.267 0.086
C 0.615 0.194 -1.542 -0.897 -1.000 -0.211
H 2.168 0.275 -3.027 -0.088 -0.304 0.013
C -0.204 1.142 -1.069 1.566 2.748 -1.673
Cl 0.885 0.483 2.915 -0.083 0.013 -0.346
Cl -2.619 0.423 0.901 0.094 -0.021 0.072
P 0.262 2.805 -0.524 -0.550 0.092 -1.520
C -0.380 3.288 1.061 -0.129 -0.017 0.389
H 0.280 2.958 1.871 -0.075 0.103 -0.134
H -1.375 2.871 1.245 0.034 0.171 -0.120
H -0.424 4.383 1.027 -0.050 -0.143 0.199
C 2.028 2.971 -0.482 0.600 0.153 -0.011
H 2.498 2.580 -1.390 -0.204 0.104 0.039
H 2.447 2.440 0.382 -0.175 0.127 -0.103
H 2.252 4.043 -0.391 0.056 -0.224 0.016
C -0.500 3.770 -1.803 -0.073 0.998 -0.143
H -1.510 3.385 -1.988 0.159 0.083 0.095
H 0.077 3.698 -2.731 -0.064 -0.048 0.158
H -0.567 4.815 -1.489 -0.048 0.010 -0.237
P 4.529 -0.857 -1.512 -0.769 0.099 -0.176
C 5.524 -0.471 -0.080 0.411 0.012 0.101
C 4.944 0.230 -2.881 0.404 0.105 -0.132
H 5.114 -0.944 0.820 0.120 0.040 -0.261
H 5.562 0.616 0.074 -0.052 -0.296 -0.077
H 6.542 -0.843 -0.253 -0.180 0.110 0.120
H 4.437 -0.069 -3.808 0.045 -0.015 0.250
H 6.029 0.178 -3.046 -0.221 0.055 -0.040
H 4.676 1.270 -2.653 0.066 -0.269 0.024
C 4.749 -2.561 -2.034 0.259 -0.180 0.011
H 4.429 -3.246 -1.237 0.074 0.220 -0.181
H 5.816 -2.722 -2.242 -0.220 -0.052 0.006
H 4.165 -2.764 -2.941 0.101 0.149 0.280
H -1.306 1.009 -1.140 0.373 -0.406 0.668
Cl 0.091 -6.140 -1.316 0.072 0.010 0.023
C -0.570 -4.947 -0.269 -0.004 0.666 0.106
C -1.409 -5.320 0.785 -0.001 0.498 0.011
C -1.997 -4.318 1.559 0.193 0.084 -0.207
C -1.693 -2.989 1.269 0.197 -0.020 -0.018
N -0.811 -2.632 0.310 0.182 -1.013 -0.362
C -0.251 -3.601 -0.482 -0.849 0.046 1.118
H -1.580 -6.373 0.984 -0.092 0.120 -0.039
H -2.674 -4.541 2.384 0.209 -0.018 -0.319
H -2.160 -2.162 1.827 0.207 -0.484 -0.200
H 0.446 -3.288 -1.252 -0.105 0.056 0.048

***

107
Properties=species:S:1:pos:R:3:forces:R:3 method="wB97M-V/def2-TZVPD" total_energy_ev=-83344.1413 total_charge=-1 max_force_ev_per_a=6.8 gap_ev=3.912
C 2.393 0.839 0.689 -0.032 0.573 1.340
O 1.031 0.671 0.239 1.400 0.551 0.120
C 0.942 0.397 -1.194 0.137 -2.325 -1.606
C -0.093 -0.799 -1.569 -0.688 1.027 1.097
C -1.618 -0.237 -1.599 1.049 0.023 -0.079
C -2.227 0.201 -0.185 -1.745 -0.135 -0.072
C -2.985 -0.975 0.636 0.471 2.220 1.315
O -3.919 -1.750 -0.172 0.483 0.855 -0.490
C 0.027 -1.970 -0.432 0.199 0.325 -0.573
C -0.945 -3.232 -0.781 0.576 1.726 -6.449
O -1.233 -3.491 -1.982 0.784 0.201 6.730
Cl -1.568 -4.274 0.636 0.092 0.273 -0.542
H 2.354 0.876 1.847 -0.003 -0.007 -2.010
H 2.881 1.839 0.360 -0.767 -1.646 0.163
H 3.079 -0.044 0.428 -1.016 1.181 -0.051
H 1.998 0.046 -1.521 -1.680 0.586 0.627
H 0.719 1.337 -1.835 0.051 -1.385 1.248
H -1.633 0.679 -2.311 0.030 -1.486 1.330
H -2.318 -1.016 -2.105 1.048 1.135 0.886
H -1.503 0.686 0.553 -0.664 -0.726 -1.224
H -3.047 0.997 -0.395 1.305 -1.255 0.424
H -3.617 -0.420 1.446 1.284 -1.073 -1.276
H -2.214 -1.607 1.207 -1.442 0.375 -1.198
H -4.182 -1.124 -0.895 0.410 -0.846 0.789
H -0.124 -1.580 0.635 0.088 -0.996 -1.090
H 1.101 -2.395 -0.534 -1.547 0.470 0.355
O -1.314 -6.555 3.067 0.111 -0.014 -0.097
H -1.598 -6.153 2.236 0.069 -0.143 0.152
H -0.358 -6.644 2.968 -0.147 0.045 0.003
O 0.845 2.187 3.796 -0.280 0.063 -0.258
H 0.717 1.720 2.958 0.046 0.159 -0.029
H 0.291 1.701 4.420 0.202 0.016 -0.029
O 3.062 0.596 -3.534 0.514 0.421 -0.394
H 3.491 1.289 -4.055 -0.079 -0.070 0.008
H 3.383 -0.224 -3.928 -0.317 -0.010 0.180
O 4.046 3.960 -0.325 0.194 -0.149 -0.183
H 4.273 4.038 0.609 -0.157 0.033 -0.163
H 3.381 4.646 -0.461 0.162 0.009 0.268
O 5.714 1.515 -2.401 0.082 0.070 0.044
H 4.852 1.079 -2.318 -0.081 -0.024 -0.028
H 5.668 2.244 -1.768 -0.062 -0.083 -0.057
O -3.053 2.637 -1.882 -0.149 0.747 -0.369
H -3.991 2.728 -2.108 0.132 -0.275 0.096
H -2.613 3.301 -2.430 0.093 -0.137 0.096
O -5.255 -0.411 3.028 -0.116 0.385 0.226
H -5.384 -1.050 2.315 -0.047 -0.106 0.240
H -5.294 -0.946 3.830 -0.103 -0.033 -0.108
O 1.900 0.695 5.794 0.325 -0.265 0.323
H 2.324 1.386 5.268 -0.253 -0.105 -0.142
H 2.216 -0.126 5.397 -0.074 0.158 -0.035
O 8.899 0.630 -2.736 -0.012 0.126 -0.294
H 7.962 0.726 -2.959 -0.087 0.041 0.303
H 9.337 1.296 -3.280 -0.022 -0.139 0.127
O 0.301 3.587 -2.869 0.241 0.361 -0.079
H 0.938 3.058 -3.367 -0.209 -0.097 0.094
H 0.669 3.615 -1.977 -0.168 -0.135 -0.065
O -5.328 -2.980 2.128 -0.066 -0.619 -0.224
H -5.936 -3.672 1.841 0.036 0.152 0.099
H -4.593 -3.038 1.501 0.013 0.234 -0.046
O 3.818 -0.374 2.882 0.426 -0.424 0.505
H 4.546 -0.694 3.430 -0.087 0.047 -0.089
H 3.574 -1.140 2.346 -0.073 0.181 0.000
O -1.761 -7.366 -0.773 0.052 -0.009 -0.190
H -1.627 -6.418 -0.913 -0.182 0.036 0.095
H -2.443 -7.602 -1.415 0.153 0.118 0.004
O -4.498 -5.909 -1.326 -0.071 -0.024 0.235
H -4.225 -5.076 -0.918 0.162 -0.067 -0.162
H -4.314 -6.572 -0.648 -0.027 0.161 -0.021
O 0.671 -6.477 -2.568 -0.019 -0.249 -0.077
H 0.544 -6.946 -3.402 0.012 0.150 0.123
H 0.118 -6.962 -1.940 0.041 -0.008 -0.011
O -6.195 -1.693 5.897 -0.248 0.028 0.253
H -7.143 -1.869 5.861 0.164 0.059 -0.145
H -6.023 -1.524 6.833 0.215 -0.073 -0.144
O -1.787 5.341 -4.435 0.214 0.195 -0.012
H -1.455 5.618 -5.299 -0.162 -0.153 0.043
H -0.989 5.110 -3.941 -0.060 -0.235 0.090
O 2.937 6.280 0.960 -0.109 -0.046 0.005
H 3.165 6.359 1.897 -0.163 0.119 -0.099
H 2.272 6.966 0.824 0.187 -0.026 0.159
O -2.091 4.341 -7.098 -0.219 -0.252 -0.270
H -2.215 3.877 -7.936 0.087 0.130 0.110
H -2.644 3.851 -6.475 0.201 0.174 0.138
O 3.651 -1.797 -2.008 0.247 -0.353 -0.246
H 3.037 -2.487 -2.295 -0.169 0.221 0.076
H 4.380 -1.856 -2.638 -0.005 -0.074 0.239
O 3.322 9.117 1.788 0.211 0.276 -0.105
H 3.653 9.390 0.924 -0.065 -0.058 0.121
H 4.119 8.887 2.282 -0.190 -0.078 -0.044
O 2.510 7.123 4.068 -0.167 0.001 0.188
H 1.650 6.691 4.156 0.158 -0.045 -0.073
H 2.470 7.852 4.699 0.051 -0.080 -0.167
O -3.677 -0.717 7.357 0.069 0.155 -0.159
H -3.950 -0.315 6.522 0.022 -0.098 0.071
H -2.720 -0.812 7.269 -0.163 -0.042 0.045
O -5.611 1.526 -2.414 -0.438 -0.199 -0.102
H -5.728 1.055 -3.248 0.143 0.053 0.139
H -6.166 1.040 -1.790 0.139 0.078 -0.014
O 9.570 -2.126 -1.502 0.031 0.027 -0.081
H 9.706 -1.178 -1.637 -0.188 -0.083 -0.079
H 8.894 -2.358 -2.149 0.117 0.098 0.127
O 1.841 -4.477 1.428 0.028 0.066 -0.045
H 0.903 -4.384 1.211 0.087 0.050 0.056
H 2.274 -3.814 0.876 -0.110 -0.114 0.040
O -6.568 -2.293 -1.561 0.046 -0.304 -0.007
H -5.844 -2.611 -1.002 -0.006 0.254 0.024
H -6.801 -3.060 -2.099 0.044 0.157 0.038

***

78
Properties=species:S:1:pos:R:3:forces:R:3 method="wB97M-V/def2-TZVPD" e_above_lowest_kcal_mol=63.4 total_energy_ev=-63600.3815 total_charge=-1 max_force_ev_per_a=3.7 gap_ev=7.122
N -14.237 -0.097 1.378 0.813 -0.169 0.067
H -14.649 0.787 1.115 -0.108 0.952 -0.133
H -14.965 -0.797 1.363 -1.110 -1.716 0.289
H -13.763 -0.025 2.267 0.402 0.098 0.713
H -13.573 -0.381 0.673 0.823 -0.394 -0.721
N -10.343 -0.892 1.835 0.944 0.986 1.515
H -10.969 -0.466 2.503 -1.438 0.145 2.032
H -10.976 -0.998 1.056 -0.616 -0.634 -2.746
H -9.875 -1.707 2.207 -0.338 -0.263 -0.190
H -9.691 -0.122 1.799 0.448 0.014 -1.025
C -12.829 0.885 4.672 0.487 -2.615 -1.593
O -14.277 0.793 4.541 -0.290 0.618 -0.035
O -12.195 0.433 3.491 -1.012 1.807 2.068
C -12.493 2.285 5.271 0.087 0.210 -0.542
F -12.398 3.256 4.372 -0.636 0.521 -0.955
F -13.367 2.680 6.215 -0.869 -0.165 -0.044
F -11.327 2.355 5.912 1.321 -0.992 0.409
C -15.027 0.105 5.546 -0.576 0.147 -0.187
C -16.584 0.302 5.381 1.895 -0.549 0.087
H -16.930 1.198 5.897 -0.068 0.032 -0.366
H -16.823 0.252 4.319 -0.174 0.292 0.069
H -17.005 -0.587 5.852 -0.327 0.120 0.074
H -14.750 0.389 6.561 0.190 0.387 0.061
H -14.837 -0.967 5.497 0.195 -0.182 -0.292
H -12.574 0.176 5.459 0.161 -0.002 0.674
C -16.445 -2.987 2.219 2.057 2.511 -1.522
O -15.512 -3.928 2.688 0.647 -1.502 2.084
O -15.838 -2.260 1.181 -2.551 -1.201 1.485
C -17.802 -3.780 2.003 2.397 1.007 -1.548
F -18.176 -4.390 3.119 -0.522 -0.366 0.377
F -18.811 -2.991 1.579 -0.261 0.380 0.501
F -17.647 -4.668 1.018 -0.178 -0.941 -0.041
C -14.467 -3.577 3.658 -0.474 -0.233 -1.484
C -13.946 -4.821 4.334 -0.560 -0.553 -0.257
H -12.961 -4.608 4.751 0.005 -0.150 0.107
H -14.625 -5.180 5.108 0.037 0.118 0.203
H -13.893 -5.635 3.612 0.315 0.042 -0.107
H -14.728 -2.882 4.456 -0.683 0.388 -0.347
H -13.632 -3.161 3.094 -0.080 0.409 -0.134
H -16.693 -2.323 3.047 -0.308 0.428 0.667
C -11.767 -1.310 -1.672 0.552 0.050 3.629
O -10.319 -1.216 -1.622 0.565 0.538 -0.692
O -12.107 -1.200 -0.329 -0.309 0.904 -1.861
C -12.314 -0.200 -2.691 -1.270 -1.309 1.222
F -12.255 -0.618 -3.951 0.474 -0.596 -1.019
F -13.644 0.122 -2.535 0.813 -0.220 0.581
F -11.627 0.912 -2.615 0.533 1.099 0.265
C -9.543 -1.424 -2.780 -0.313 0.858 0.002
C -8.065 -1.420 -2.469 -0.356 -0.666 -0.222
H -7.890 -2.126 -1.658 0.469 -0.087 -0.154
H -7.682 -1.745 -3.436 0.800 -0.333 0.250
H -7.602 -0.457 -2.253 -0.431 0.093 0.180
H -9.634 -0.635 -3.526 -0.663 0.329 -0.138
H -9.837 -2.341 -3.290 0.041 -0.378 0.064
H -11.971 -2.341 -1.960 -0.537 0.036 -1.090
C -18.307 0.378 0.896 0.653 0.420 1.222
O -17.747 0.730 -0.374 -1.377 -0.585 0.046
H -17.473 0.198 1.575 0.045 -0.417 0.097
H -18.846 1.206 1.356 -0.217 0.312 -0.474
H -18.956 -0.497 0.935 0.176 -0.023 -0.517
H -17.899 -0.060 -0.898 0.438 0.013 -0.397
C -13.483 3.345 -0.117 -0.860 -0.096 -0.236
C -15.037 3.199 -0.198 1.503 2.170 -2.474
C -15.494 3.081 -1.715 1.010 -0.360 0.543
O -15.238 4.239 -2.536 -1.043 -0.735 0.312
C -16.222 5.270 -2.385 1.041 -0.370 0.918
N -15.499 2.108 0.577 -1.644 0.352 0.673
H -13.018 2.438 -0.505 0.060 -0.132 0.158
H -13.180 3.518 0.915 0.041 -0.169 0.038
H -13.114 4.173 -0.723 -0.184 0.100 -0.050
H -15.455 4.127 0.191 -0.053 0.287 -0.015
H -16.503 2.680 -1.815 -0.561 0.644 0.218
H -14.918 2.248 -2.118 0.432 0.216 -0.283
H -15.850 6.100 -2.986 -0.294 0.051 0.137
H -16.244 5.509 -1.322 0.039 0.648 0.102
H -17.263 5.030 -2.603 0.056 -0.529 -0.664
H -16.033 2.575 1.297 0.274 -0.285 1.041
H -16.296 1.708 0.103 0.053 -0.815 -0.627

***

13
Properties=species:S:1:pos:R:3:forces:R:3 method="wB97M-V/def2-TZVPD" multiplicity=3 total_energy_ev=-28875.3323 total_charge=-1 max_force_ev_per_a=2.3 gap_ev="4.639 / 5.878"
C 0.326 0.102 -0.297 0.042 -1.854 -0.015
C 2.885 -0.520 0.083 -0.752 -0.838 -0.323
C -2.057 -0.077 0.521 -0.103 -0.070 -0.119
C -1.069 -0.332 -0.621 0.727 -0.167 0.110
N 2.965 0.680 0.153 0.396 1.028 0.236
N 2.295 1.776 0.163 1.756 0.356 0.188
S 3.378 -2.037 0.023 0.029 -0.262 0.024
S 0.640 1.692 -0.093 -1.585 1.628 -0.048
H -1.695 -0.555 1.430 0.021 -0.014 0.102
H -3.040 -0.486 0.282 -0.154 -0.013 0.017
H -2.164 0.990 0.721 0.016 0.036 0.002
H -1.424 0.178 -1.529 -0.195 0.005 -0.140
H -1.040 -1.411 -0.837 -0.198 0.165 -0.033

***

Please write out number 4 again, unchanged.
13
Properties=species:S:1:pos:R:3:forces:R:3 method="wB97M-V/def2-TZVPD" multiplicity=3 total_energy_ev=-28875.3323 total_charge=-1 max_force_ev_per_a=2.3 gap_ev="4.639 / 5.878"
C 0.326 0.102 -0.297 0.042 -1.854 -0.015
C 2.885 -0.520 0.083 -0.752 -0.838 -0.323
C -2.057 -0.077 0.521 -0.103 -0.070 -0.119
C -1.069 -0.332 -0.621 0.727 -0.167 0.110
N 2.965 0.680 0.153 0.396 1.028 0.236
N 2.295 1.776 0.163 1.756 0.356 0.188
S 3.378 -2.037 0.023 0.029 -0.262 0.024
S 0.640 1.692 -0.093 -1.585 1.628 -0.048
H -1.695 -0.555 1.430 0.021 -0.014 0.102
H -3.040 -0.486 0.282 -0.154 -0.013 0.017
H -2.164 0.990 0.721 0.016 0.036 0.002
H -1.424 0.178 -1.529 -0.195 0.005 -0.140
H -1.040 -1.411 -0.837 -0.198 0.165 -0.033

***

What did the fourth record say?
13
Properties=species:S:1:pos:R:3:forces:R:3 method="wB97M-V/def2-TZVPD" multiplicity=3 total_energy_ev=-28875.3323 total_charge=-1 max_force_ev_per_a=2.3 gap_ev="4.639 / 5.878"
C 0.326 0.102 -0.297 0.042 -1.854 -0.015
C 2.885 -0.520 0.083 -0.752 -0.838 -0.323
C -2.057 -0.077 0.521 -0.103 -0.070 -0.119
C -1.069 -0.332 -0.621 0.727 -0.167 0.110
N 2.965 0.680 0.153 0.396 1.028 0.236
N 2.295 1.776 0.163 1.756 0.356 0.188
S 3.378 -2.037 0.023 0.029 -0.262 0.024
S 0.640 1.692 -0.093 -1.585 1.628 -0.048
H -1.695 -0.555 1.430 0.021 -0.014 0.102
H -3.040 -0.486 0.282 -0.154 -0.013 0.017
H -2.164 0.990 0.721 0.016 0.036 0.002
H -1.424 0.178 -1.529 -0.195 0.005 -0.140
H -1.040 -1.411 -0.837 -0.198 0.165 -0.033